[1]
This record from OMol25 describes an isolated molecule of C3H3NOS2 at a distorted geometry. The level of theory is ωB97M-V/def2-TZVPD.

XYZ file:
```
10
C3H3NOS2, DFT ωB97M-V/def2-TZVPD
C -0.820 0.235 0.868
C -0.578 -0.618 -0.138
C 1.302 0.045 -0.873
N 0.052 1.256 1.047
O -1.262 -1.583 -0.633
S 2.312 -0.898 -1.719
S 1.583 1.307 0.096
H -1.526 0.203 1.627
H -0.243 2.205 0.964
H -0.819 -2.153 -1.238
```

E_LUMO (eV): -0.04

[2]
This record from OMol25 describes a cluster of 2 separate species, C3H3NS in total at a distorted geometry. The level of theory is ωB97M-V/def2-TZVPD.

XYZ file:
```
8
C3H3NS, DFT ωB97M-V/def2-TZVPD
C -1.870 0.488 0.471
C -1.594 -0.241 -0.468
C -0.772 -0.804 -1.428
N 0.099 -0.987 -2.170
S 1.571 0.123 1.112
H -2.195 1.048 1.211
H 2.219 -0.609 0.132
H 2.542 0.982 1.140
```

E_LUMO (eV): 0.36

[3]
This record from OMol25 describes an isolated molecule of C3H3NS at a distorted geometry. The level of theory is ωB97M-V/def2-TZVPD.

XYZ file:
```
8
C3H3NS, DFT ωB97M-V/def2-TZVPD
C -0.247 1.085 -0.017
C 0.745 0.044 -0.007
C 1.642 -0.745 -0.019
H -1.055 -1.344 0.085
H 0.237 2.069 0.032
H 2.430 -1.461 -0.040
N -1.500 0.940 -0.019
S -2.252 -0.587 -0.016
```

E_LUMO (eV): 0.38

[4]
This record from OMol25 describes an isolated molecule of C3H3NS2 at a distorted geometry. The level of theory is ωB97M-V/def2-TZVPD.

XYZ file:
```
9
C3H3NS2, DFT ωB97M-V/def2-TZVPD
C 0.033 1.208 -0.085
C 1.453 -0.018 -0.030
C -1.102 -0.756 0.047
N -1.046 0.623 -0.027
S 2.973 0.467 0.055
S 0.657 -1.503 -0.025
H 0.232 2.253 -0.143
H -1.539 -1.086 0.991
H -1.662 -1.188 -0.782
```

E_LUMO (eV): -0.09

Calculated values (eV) of relative energy (zero: lowest compared OMol25 entry of this formula, charge and spin) for the records, taken in order: 4.176; 2.064; 1.864; 0.892.
Calculated values (eV) of frontier orbital gap for the records, taken in order: 8.03; 10.11; 9.51; 8.25.
Calculated values (hartree) of energy for the records, taken in order: -1042.3452; -568.9417; -568.9491; -967.1832.